The following is a quantum chemistry calculation of a cluster of 2 separate species, C8H11NO3 in total, from the OMol25 dataset.

The geometry in ORCA input format:
```
! RIJCOSX wB97M-V def2-TZVPD def2/J DEFGRID3
* xyz 0 1
C -0.887 -1.289 -1.915
C -0.637 0.039 -1.323
C -0.488 -2.465 -1.326
C -0.238 0.386 -0.120
C -3.397 -1.205 0.401
C 0.078 1.592 0.710
C 2.656 1.340 0.561
C 1.476 2.063 1.091
N 0.055 -2.356 -0.068
O -3.426 -2.283 0.033
O -3.327 -0.132 0.870
O -0.712 2.098 1.664
H -1.242 -1.260 -2.924
H -0.761 0.837 -2.027
H -0.435 -3.301 -1.856
H 2.491 0.189 0.419
H 3.617 1.389 1.203
H 2.917 1.660 -0.387
H 1.551 3.124 0.858
H 1.496 2.061 2.156
H 0.623 -3.088 0.291
H 0.231 -1.416 0.199
H -1.639 2.016 1.489
*
```

The value obtained for the total energy is -16104.1027 eV. Its lowest unoccupied orbital energy is 0.61 eV. The SMILES is CCC(O)=C=C/C=C\N.O=C=O. The calculation puts the orbital gap at 0.3013 hartree. The relative energy (zero: lowest compared OMol25 entry of this formula, charge and spin) is 70.3 kcal per mole.


The following is a quantum chemistry calculation of a cluster of 4 separate species, C23H37IN3O11S in total, from the OMol25 dataset.

The geometry in ORCA input format:
```
! RIJCOSX wB97M-V def2-TZVPD def2/J DEFGRID3
* xyz 1 1
C 4.813 3.087 -0.709
C 5.046 1.475 -0.560
N 3.815 0.683 -0.620
N 3.730 -0.376 -1.534
C 2.433 -1.063 -1.099
C 1.591 -2.037 -1.945
C 0.298 -2.693 -1.361
N -0.234 -2.496 -0.058
C 0.539 -1.635 0.774
C 1.851 -0.886 0.361
C 4.834 -1.400 -1.377
I 4.871 -2.934 -2.981
C 4.868 -2.237 -0.015
C 5.295 -1.367 1.298
S 3.687 0.354 -3.139
C 5.381 0.543 -3.953
O 3.144 1.783 -3.157
O 2.881 -0.351 -4.192
H 5.616 3.696 -0.182
H 4.856 3.319 -1.835
H 3.743 3.353 -0.381
H 5.903 1.225 -1.263
H 5.488 1.364 0.506
H 3.010 1.318 -0.635
H 1.914 -2.316 -2.994
H -0.274 -3.406 -2.062
H 0.160 -1.479 1.850
H 2.336 -0.249 1.162
H 5.899 -0.964 -1.482
H 5.760 -2.967 -0.139
H 3.974 -2.916 0.178
H 6.388 -1.049 1.245
H 5.224 -2.120 2.173
H 4.561 -0.531 1.537
H 5.540 1.627 -4.306
H 6.248 0.292 -3.264
H 5.478 -0.116 -4.883
C -4.374 -0.359 -0.882
C -3.890 0.080 0.482
C -3.769 -1.043 1.469
O -3.911 -0.365 2.712
C -4.681 0.735 2.467
O -5.160 1.428 3.316
O -4.832 0.936 1.126
H -4.270 0.461 -1.598
H -3.797 -1.208 -1.253
H -5.433 -0.627 -0.864
H -2.946 0.629 0.387
H -2.802 -1.548 1.407
H -4.567 -1.787 1.386
C -2.614 0.857 -5.568
C -2.461 -0.544 -5.016
C -2.888 -1.619 -5.970
O -3.229 -2.683 -5.087
C -3.626 -2.103 -3.917
O -4.164 -2.687 -3.021
O -3.331 -0.770 -3.909
H -2.125 1.577 -4.907
H -2.161 0.944 -6.559
H -3.665 1.150 -5.628
H -1.432 -0.702 -4.673
H -2.085 -1.916 -6.647
H -3.774 -1.357 -6.557
C -4.989 1.036 6.821
C -4.220 2.115 7.551
C -3.096 2.701 6.750
O -2.218 3.171 7.766
C -2.424 2.373 8.855
O -1.724 2.357 9.825
O -3.533 1.595 8.687
H -5.894 0.779 7.377
H -5.287 1.368 5.823
H -4.404 0.117 6.733
H -4.906 2.894 7.901
H -3.426 3.520 6.109
H -2.561 1.963 6.142
*
```

The value obtained for the total energy is -70364.6039 eV. Its lowest unoccupied orbital energy is -4.40 eV. The calculation puts the orbital gap at 0.2714 hartree.


The following is a quantum chemistry calculation of the ion C5H15N2P2Si with charge +1, from the OMol25 dataset.

The geometry in ORCA input format:
```
! RIJCOSX wB97M-V def2-TZVPD def2/J DEFGRID3
* xyz 1 1
C -2.233 0.842 -0.460
C -0.033 -0.849 -0.840
C 1.174 2.056 -0.755
C 3.117 -0.451 -0.366
C 1.139 0.403 1.857
N -2.941 -1.635 -1.114
N -1.907 -1.282 1.189
Si 1.384 0.303 -0.036
P -3.456 1.146 0.617
P -1.663 -0.898 -0.402
H -1.648 1.563 -0.906
H 0.176 -1.188 -1.882
H 1.679 2.970 -0.324
H 1.484 1.876 -1.856
H 0.135 2.452 -0.860
H 3.443 -0.443 -1.430
H 3.896 0.074 0.227
H 3.292 -1.434 0.157
H 1.943 1.086 2.284
H 0.213 0.642 2.331
H 1.473 -0.501 2.277
H -3.628 -2.387 -0.834
H -3.001 -1.740 -2.054
H -2.838 -0.940 1.505
H -1.199 -1.667 1.676
*
```

The value obtained for the total energy is -34854.1779 eV. Its lowest unoccupied orbital energy (spin up / spin down) is -5.80 / -5.11 eV. The calculation puts the orbital gap (spin up / spin down) at 0.2456 / 0.3104 hartree. The relative energy (zero: lowest compared OMol25 entry of this formula, charge and spin) is 74.0 kcal per mole.


The following is a quantum chemistry calculation of a structure of composition C40H37IInN2O3S, from the OMol25 dataset.

The geometry in ORCA input format:
```
! RIJCOSX wB97M-V def2-TZVPD def2/J DEFGRID3
* xyz 1 1
In 0.050 0.054 -0.088
O -0.407 -1.905 -0.162
C -1.488 -2.535 0.474
C -1.867 -1.786 1.787
C -2.518 -0.434 1.646
C -3.813 -0.191 2.065
C -4.368 1.062 1.871
C -3.621 2.057 1.268
C -2.318 1.783 0.895
C -1.453 2.808 0.218
C -1.243 2.528 -1.298
O -0.419 1.404 -1.493
C -2.630 2.268 -1.885
C -3.069 0.972 -2.120
C -4.374 0.731 -2.538
C -5.252 1.787 -2.728
C -4.817 3.088 -2.501
C -3.516 3.325 -2.084
C -0.560 3.710 -1.985
C 0.020 4.770 -1.302
C 0.683 5.784 -1.990
C 0.772 5.742 -3.370
C 0.196 4.681 -4.063
C -0.463 3.678 -3.375
N -1.787 0.561 1.105
C -1.037 -3.936 0.908
C -1.956 -4.886 1.348
C -1.535 -6.136 1.774
C -0.183 -6.459 1.764
C 0.736 -5.520 1.325
C 0.312 -4.265 0.900
C -2.653 -2.644 -0.510
C -3.984 -2.652 -0.114
C -5.008 -2.812 -1.042
C -4.711 -2.973 -2.386
C -3.381 -2.977 -2.792
C -2.366 -2.818 -1.863
H -2.502 -2.422 2.402
H -0.922 -1.678 2.331
H -4.382 -0.982 2.533
H -5.386 1.259 2.182
H -4.036 3.036 1.076
H -1.915 3.786 0.347
H -0.468 2.843 0.697
H -2.393 0.139 -1.980
H -4.696 -0.288 -2.714
H -6.266 1.602 -3.057
H -5.491 3.921 -2.660
H -3.180 4.344 -1.926
H -0.034 4.835 -0.224
H 1.122 6.607 -1.442
H 1.281 6.531 -3.907
H 0.254 4.645 -5.144
H -0.918 2.856 -3.917
H -3.017 -4.661 1.345
H -2.264 -6.863 2.108
H 0.146 -7.437 2.090
H 1.792 -5.763 1.310
H 1.029 -3.534 0.551
H -4.245 -2.549 0.931
H -6.038 -2.815 -0.709
H -5.505 -3.101 -3.109
H -3.136 -3.118 -3.838
H -1.332 -2.851 -2.174
I 0.736 2.464 5.484
C 1.641 1.664 3.804
C 3.018 1.541 3.708
C 3.558 0.996 2.555
C 2.717 0.594 1.537
N 1.383 0.715 1.634
C 0.857 1.239 2.748
H 3.657 1.864 4.520
H 4.627 0.884 2.443
H 3.095 0.170 0.619
H -0.221 1.310 2.791
C 3.353 -1.483 -3.055
S 1.861 -1.714 -2.132
C 0.683 -1.202 -3.364
O 1.894 -0.523 -1.144
H 3.367 -0.469 -3.454
H 3.389 -2.228 -3.848
H 4.178 -1.639 -2.362
H 0.980 -0.232 -3.761
H -0.285 -1.128 -2.871
H 0.643 -1.967 -4.141
*
```

The value obtained for the total energy is -75309.6538 eV. Its lowest unoccupied orbital energy is -2.78 eV. The calculation puts the orbital gap at 0.2984 hartree.